Entry 1:
C27H20Br3MnNO2S as an isolated structure. Source: OMol25; level of theory: the ωB97M-V functional and the def2-TZVPD basis.

Last column: Mulliken charge in e.
Cartesian coordinates (Å):
Mn  -0.389  -0.750  -0.849  0.0810
Br  -0.830  3.781  -2.260  -0.0307
C  0.738  2.862  -1.829  -0.3394
C  1.959  3.562  -1.677  -0.3729
C  3.112  2.897  -1.378  -0.1492
Br  4.707  3.862  -1.180  -0.1097
C  3.107  1.486  -1.195  1.0377
C  4.229  0.682  -0.913  -0.6741
C  4.069  -0.668  -0.757  -1.2001
C  2.792  -1.234  -0.834  0.1129
N  1.705  -0.525  -1.090  -0.6996
C  1.875  0.830  -1.315  0.6704
C  0.715  1.515  -1.671  0.5931
O  -0.416  0.742  -1.796  -0.8082
H  1.968  4.635  -1.811  0.5521
H  5.208  1.137  -0.826  0.3946
H  4.913  -1.312  -0.558  0.4471
H  2.686  -2.292  -0.669  0.5876
Br  -2.902  -0.551  -1.134  0.0025
C  -3.258  -2.417  -1.097  1.2075
C  -4.532  -2.873  -1.120  -0.7510
C  -4.725  -4.276  -1.133  -0.6361
C  -3.654  -5.117  -1.137  -0.9747
C  -2.324  -4.624  -1.120  0.7363
C  -1.199  -5.485  -1.143  -0.8231
C  0.067  -4.986  -1.132  -1.0488
C  0.283  -3.584  -1.088  0.2965
C  -0.783  -2.755  -1.067  0.5737
C  -2.115  -3.223  -1.091  0.4928
H  -5.377  -2.198  -1.139  0.4582
H  -5.733  -4.668  -1.148  0.4177
H  -3.804  -6.189  -1.162  0.4434
H  -1.363  -6.555  -1.177  0.4469
H  0.924  -5.645  -1.159  0.4296
H  1.292  -3.227  -1.065  0.1307
C  0.690  5.533  1.419  -1.6585
C  0.217  4.120  1.607  0.7145
C  1.130  3.073  1.778  -0.8079
C  0.699  1.772  1.945  -0.5778
C  -0.672  1.518  1.940  1.0305
C  -1.604  2.535  1.770  -0.4729
C  -1.147  3.832  1.609  -0.6649
S  -1.267  -0.119  2.070  0.3566
C  -0.607  -0.694  3.610  -1.1024
O  -0.371  -0.914  1.053  -0.2927
H  1.777  5.597  1.419  0.3821
H  0.313  6.171  2.220  0.4538
H  0.314  5.944  0.480  0.3401
H  2.192  3.289  1.783  0.3661
H  1.416  0.968  2.071  0.2561
H  -2.666  2.319  1.758  0.4786
H  -1.862  4.635  1.472  0.4555
H  0.450  -0.447  3.670  0.3491
H  -0.771  -1.770  3.645  0.4562
H  -1.174  -0.199  4.400  0.4431

Atoms 1-3, force components in eV/Å:
0.667 -0.148 0.682
-0.020 0.050 0.010
0.030 0.413 -0.183

2S+1 = 4
HOMO level (alpha / beta) = -14.0145 / -14.0949 eV
Electronic energy = -10516.77355 Eh
Charge = +2

Entry 2:
C27H20Cl3MnN5O3S as an isolated structure. Source: OMol25; level of theory: the ωB97M-V functional and the def2-TZVPD basis.

Last column: Mulliken charge in e.
Cartesian coordinates (Å):
Mn  0.259  -0.211  -0.129  0.5400
Cl  4.074  -5.729  2.537  -0.2099
C  3.264  -4.494  1.635  -0.0317
C  3.676  -4.205  0.326  -0.5041
C  3.054  -3.225  -0.404  -0.8376
C  1.995  -2.480  0.137  0.0748
O  1.453  -1.538  -0.600  -0.3690
C  1.568  -2.791  1.446  1.1748
C  0.477  -2.130  2.065  -0.2640
N  -0.289  -1.238  1.515  1.1459
C  -1.397  -0.695  2.212  0.0674
C  -2.007  -1.232  3.314  -0.9799
C  -3.072  -0.553  3.943  -0.9872
C  -3.518  0.648  3.472  -0.9447
C  -2.925  1.215  2.321  0.6157
C  -3.309  2.461  1.776  -0.6829
C  -2.666  2.942  0.672  -1.0787
C  -1.654  2.172  0.081  0.0414
N  -1.291  0.998  0.545  0.8351
C  -1.885  0.521  1.680  0.5458
C  2.228  -3.796  2.185  -1.1647
H  4.501  -4.761  -0.101  0.4415
H  3.379  -2.985  -1.408  0.5137
H  0.263  -2.431  3.088  0.3733
H  -1.686  -2.181  3.721  0.4405
H  -3.529  -0.997  4.816  0.4097
H  -4.323  1.174  3.967  0.4423
H  -4.099  3.027  2.252  0.4563
H  -2.916  3.902  0.245  0.4579
H  -1.113  2.534  -0.783  0.5423
H  1.907  -4.010  3.197  0.4645
C  -0.251  3.459  -3.826  -0.7497
N  -1.055  2.246  -3.736  0.2089
C  -2.272  2.029  -4.362  -0.5840
C  -2.673  0.790  -4.039  -0.4967
N  -1.693  0.247  -3.209  0.4923
C  -0.696  1.157  -3.031  -0.1699
S  0.748  1.056  -2.150  -0.3854
C  -1.687  -1.125  -2.821  0.5037
C  -2.116  -2.069  -3.740  -0.9286
C  -2.185  -3.390  -3.334  -0.5360
C  -1.809  -3.711  -2.038  -1.0802
C  -1.358  -2.696  -1.215  -0.1385
N  -1.300  -1.413  -1.589  0.3525
H  -0.783  4.176  -4.444  0.3243
H  0.715  3.236  -4.273  0.3550
H  -0.086  3.872  -2.833  0.2988
H  -2.745  2.783  -4.966  0.4624
H  -3.572  0.252  -4.277  0.5824
H  -2.362  -1.775  -4.750  0.5764
H  -2.514  -4.155  -4.023  0.4418
H  -1.845  -4.728  -1.675  0.4639
H  -1.020  -2.913  -0.211  0.3770
Cl  1.180  3.197  3.055  -0.1744
C  2.613  2.291  2.496  -0.0620
Cl  3.593  3.257  1.388  -0.1624
C  2.129  0.995  1.835  0.3303
O  2.376  -0.065  2.389  -0.5835
O  1.451  1.174  0.762  -0.6246
H  3.211  2.063  3.368  0.3775

Atoms 1-3, force components in eV/Å:
0.055 0.153 0.025
-0.002 0.002 -0.002
0.056 0.012 -0.120

2S+1 = 5
HOMO level (alpha / beta) = -10.5798 / -10.6903 eV
Electronic energy = -4470.10280 Eh
Charge = +1
Energy above the lowest of the compared OMol25 structures with the same formula, charge and spin = 2.0 kJ/mol

Entry 3:
C27H20Cl3MnN7O4 as an isolated structure. Source: OMol25; level of theory: the ωB97M-V functional and the def2-TZVPD basis.

Last column: Mulliken charge in e.
Cartesian coordinates (Å):
Mn  0.731  -0.413  -0.917  -0.3406
C  4.870  -0.825  -1.807  -1.0201
C  5.417  -1.527  -0.735  -0.2911
C  4.580  -2.006  0.241  -0.6744
C  3.202  -1.780  0.158  0.4453
N  2.686  -1.040  -0.844  0.0608
C  3.520  -0.600  -1.818  -0.1652
N  2.441  -2.380  1.145  -0.4807
C  1.165  -2.469  1.085  -0.0714
N  0.296  -1.927  0.151  0.1716
C  -1.010  -2.247  0.505  -0.0592
N  -2.103  -1.932  -0.077  -0.5078
C  -2.158  -1.252  -1.279  0.3897
C  -3.398  -1.278  -1.924  -0.6037
C  -3.550  -0.681  -3.150  -0.3233
C  -2.457  -0.043  -3.728  -0.9321
C  -1.272  -0.017  -3.040  -0.3722
N  -1.109  -0.607  -1.829  0.2648
C  -0.962  -3.065  1.731  0.3997
C  -1.976  -3.653  2.465  -0.1419
C  -1.597  -4.386  3.583  -0.6347
C  -0.254  -4.525  3.939  -0.6283
C  0.756  -3.936  3.190  -0.1825
C  0.367  -3.203  2.084  0.2037
H  5.478  -0.443  -2.614  0.4514
H  6.483  -1.704  -0.677  0.4368
H  4.939  -2.583  1.081  0.5218
H  3.058  -0.055  -2.627  0.5084
H  -4.207  -1.793  -1.427  0.5459
H  -4.505  -0.711  -3.658  0.4490
H  -2.518  0.436  -4.695  0.4798
H  -0.408  0.494  -3.433  0.5739
H  -3.012  -3.544  2.175  0.5576
H  -2.354  -4.863  4.190  0.4183
H  0.000  -5.107  4.815  0.4257
H  1.800  -4.041  3.453  0.5518
Cl  2.379  4.750  -1.649  -0.0955
C  1.661  3.354  -2.414  0.7676
Cl  2.504  2.965  -3.932  -0.1330
Cl  -0.056  3.665  -2.736  -0.1128
C  1.816  2.092  -1.525  -0.1915
O  2.551  2.066  -0.574  -0.5293
O  1.100  1.092  -1.975  0.3871
O  -3.066  2.336  -1.295  -0.3119
C  -3.495  2.722  0.001  -0.7153
N  -2.901  3.937  0.480  -0.0626
C  -1.697  4.108  1.105  0.0591
O  -1.339  5.193  1.506  -0.6211
C  -0.826  2.910  1.371  0.0745
C  -0.092  2.905  2.554  -0.6223
C  0.791  1.871  2.803  -1.0797
C  0.944  0.887  1.844  -0.2090
N  0.258  0.899  0.698  0.9522
C  -0.614  1.888  0.465  -0.2755
H  -3.321  3.018  -1.927  0.2315
H  -3.235  1.893  0.656  0.4360
H  -4.578  2.850  0.024  0.4187
H  -3.395  4.807  0.346  0.2544
H  -0.215  3.724  3.250  0.5367
H  1.373  1.834  3.712  0.4818
H  1.641  0.070  1.990  0.3154
H  -1.125  1.867  -0.490  0.6178

Atoms 1-3, force components in eV/Å:
0.095 -0.167 0.212
-0.003 0.017 -0.021
0.015 -0.004 -0.005

2S+1 = 5
HOMO level (alpha / beta) = -11.3763 / -11.4449 eV
Electronic energy = -4256.68965 Eh
Charge = +1

Entry 4:
C27H20Cl5F2MgN3Se3 as an isolated structure. Source: OMol25; level of theory: the ωB97M-V functional and the def2-TZVPD basis.

Last column: Mulliken charge in e.
Cartesian coordinates (Å):
Mg  -0.706  -0.337  -0.347  0.7554
C  3.727  0.094  3.149  -1.0655
Se  1.947  -0.653  2.927  0.1741
C  1.030  0.730  3.957  -1.1691
C  0.730  1.997  3.176  -0.6143
Se  -0.711  1.702  1.891  0.4542
C  -0.594  3.439  1.035  -0.8503
H  4.030  0.054  4.193  0.3783
H  3.764  1.118  2.781  0.2773
H  4.410  -0.510  2.554  0.3367
H  1.663  0.960  4.815  0.5260
H  0.117  0.286  4.351  0.4942
H  1.615  2.348  2.642  0.2755
H  0.406  2.792  3.848  0.5343
H  -0.641  4.219  1.791  0.4607
H  -1.454  3.523  0.375  0.2200
H  0.318  3.525  0.446  0.2576
Cl  0.734  2.189  -2.695  -0.2207
C  -0.985  2.295  -2.352  1.2690
C  -1.543  1.381  -1.469  -1.8217
C  -2.909  1.540  -1.273  1.1557
Cl  -3.701  0.422  -0.179  -0.1492
C  -3.687  2.525  -1.874  -0.3359
Cl  -5.376  2.653  -1.569  -0.1920
C  -3.068  3.420  -2.746  0.6274
Cl  -3.987  4.653  -3.517  -0.1967
C  -1.701  3.305  -2.994  -0.3038
Cl  -0.936  4.402  -4.080  -0.1949
F  -1.423  -3.132  4.441  -0.3390
C  -1.503  -3.119  3.094  0.1514
C  -1.202  -1.961  2.406  -0.7853
C  -1.277  -1.907  1.018  0.3482
C  -1.703  -3.071  0.335  0.2440
C  -1.972  -4.221  1.076  0.4349
F  -2.342  -5.381  0.472  -0.3629
C  -1.880  -4.279  2.451  -0.8287
C  -1.886  -2.993  -1.142  0.2112
C  -2.525  -3.959  -1.928  -1.0195
C  -2.691  -3.744  -3.283  -0.4069
C  -2.231  -2.570  -3.863  -0.9667
C  -1.610  -1.660  -3.034  -0.3042
N  -1.433  -1.867  -1.728  0.3583
H  -0.921  -1.094  2.993  0.4148
H  -2.102  -5.190  2.987  0.5030
H  -2.900  -4.862  -1.478  0.5793
H  -3.193  -4.492  -3.884  0.4253
H  -2.356  -2.360  -4.915  0.4533
H  -1.239  -0.714  -3.414  0.4373
Se  1.753  -1.821  -2.145  0.3149
N  1.404  -0.565  -0.911  -0.4340
C  2.491  0.166  -0.780  -0.1954
C  2.603  1.321  0.056  0.9427
C  3.773  1.997  0.067  -0.6537
C  4.903  1.579  -0.722  -0.7219
C  4.841  0.499  -1.531  -0.7939
C  3.614  -0.239  -1.596  0.6428
N  3.411  -1.274  -2.386  -0.8622
H  1.739  1.614  0.636  -0.2096
H  3.876  2.886  0.678  0.4757
H  5.814  2.161  -0.667  0.4002
H  5.675  0.180  -2.141  0.4640

Atoms 1-3, force components in eV/Å:
-0.138 0.105 0.119
0.033 0.060 0.010
0.019 -0.049 0.035

HOMO level = -8.3855 eV
Electronic energy = -11110.26187 Eh
Energy above the lowest of the compared OMol25 structures with the same formula, charge and spin = 24.2 kJ/mol

| no. | molar mass (g/mol) |
| --- | --- |
| 1 | 717.18 |
| 2 | 655.85 |
| 3 | 667.80 |
| 4 | 862.92 |